Record 1
An isolated ion of composition C2H3NO3 and charge +1, computed with wB97M-V/def2-TZVPD.

```
! wB97M-V def2-TZVPD RIJCOSX def2/J DEFGRID3
* xyz 1 2
O -1.645 -0.488 0.625
C -1.346 0.239 -0.255
N 0.056 0.567 -0.482
C 1.091 0.002 0.208
O 0.871 -1.056 0.963
O 2.224 0.454 0.202
H -2.006 0.817 -0.910
H 0.315 1.367 -1.058
H 0.440 -1.901 0.706
*
```

calculated total energy = -358.09569 hartree
relative energy (zero: lowest compared OMol25 entry of this formula, charge and spin) = 61.0 kJ/mol

---

Record 2
A 13-piece molecular cluster, C19H38Cl24FN2OS overall, computed with wB97M-V/def2-TZVPD.

```
! wB97M-V def2-TZVPD RIJCOSX def2/J DEFGRID3
* xyz 1 1
C -2.369 -2.661 -0.513
C -2.064 -2.131 0.867
C -2.050 -0.613 0.945
F -2.818 -0.116 0.000
N -0.639 -0.109 0.821
C -0.137 -0.108 -0.590
C 1.261 0.448 -0.694
C 1.921 0.232 -2.074
S 0.926 -0.642 -3.319
O -0.405 1.110 1.511
C -0.976 2.086 0.926
N -1.427 2.909 0.348
H -1.615 -2.426 -1.240
H -3.311 -2.325 -0.899
H -2.426 -3.730 -0.501
H -1.108 -2.496 1.208
H -2.850 -2.461 1.517
H -2.411 -0.262 1.893
H -0.059 -0.804 1.296
H -0.805 0.405 -1.251
H -0.093 -1.148 -0.852
H 1.188 1.513 -0.546
H 1.911 0.112 0.097
H 2.176 1.188 -2.472
H 2.796 -0.364 -1.942
H -0.220 0.030 -3.525
C -0.409 1.233 -6.620
Cl 1.190 0.684 -7.142
Cl -1.553 -0.118 -6.508
H -0.317 1.694 -5.646
H -0.780 1.957 -7.343
C -3.275 -5.769 -3.329
Cl -1.833 -4.758 -3.152
Cl -3.898 -6.291 -1.760
H -4.041 -5.195 -3.836
H -3.015 -6.644 -3.912
C -0.860 5.097 -6.851
Cl -1.026 4.262 -5.300
Cl -1.133 4.022 -8.235
H -1.594 5.892 -6.884
H 0.141 5.505 -6.924
C 2.141 -1.103 -10.684
Cl 3.871 -0.792 -10.866
Cl 1.750 -2.800 -10.987
H 1.847 -0.854 -9.672
H 1.599 -0.489 -11.392
C 1.580 -2.298 2.996
Cl 1.549 -3.219 4.486
Cl 1.282 -3.313 1.563
H 0.810 -1.534 3.051
H 2.554 -1.833 2.894
C 1.161 1.504 5.961
Cl 2.357 0.326 5.416
Cl -0.504 0.912 5.778
H 1.337 1.710 7.011
H 1.274 2.410 5.378
C 0.876 6.487 -3.144
Cl 1.269 8.054 -3.854
Cl 2.071 5.255 -3.576
H 0.853 6.587 -2.066
H -0.093 6.171 -3.512
C 2.621 0.576 9.863
Cl 1.891 2.160 9.540
Cl 3.576 0.025 8.491
H 3.243 0.653 10.746
H 1.826 -0.151 10.006
C 0.752 -3.576 8.611
Cl 0.917 -2.107 9.593
Cl 2.238 -3.931 7.716
H 0.547 -4.407 9.270
H -0.063 -3.443 7.915
C -2.410 -6.184 8.076
Cl -2.260 -4.716 9.049
Cl -0.924 -6.515 7.175
H -2.613 -7.019 8.735
H -3.223 -6.054 7.374
C 5.005 0.357 2.775
Cl 6.678 0.893 2.907
Cl 3.975 1.604 2.051
H 4.970 -0.527 2.151
H 4.631 0.133 3.766
C -4.723 6.438 -5.630
Cl -4.465 4.892 -6.445
Cl -3.244 7.030 -4.854
H -5.043 7.168 -6.363
H -5.484 6.311 -4.871
*
```

calculated total energy = -12473.73655 hartree
relative energy (zero: lowest compared OMol25 entry of this formula, charge and spin) = 0.0 kJ/mol

---

Record 3
ClCu3O4 as an isolated structure, computed with wB97M-V/def2-TZVPD.

```
! wB97M-V def2-TZVPD RIJCOSX def2/J DEFGRID3
* xyz 1 2
Cu 0.264 3.114 0.848
Cu -3.177 0.287 -0.442
Cu 1.316 -0.972 -2.707
Cl 0.291 -0.547 0.507
O 1.600 -0.886 -0.031
O 0.409 0.084 1.699
O -0.252 0.609 -0.214
O -0.452 -1.691 0.337
*
```

calculated total energy = -5681.81604 hartree

---

Record 4
C12H23N2O2P2PdS as an isolated structure, computed with wB97M-V/def2-TZVPD.

```
! wB97M-V def2-TZVPD RIJCOSX def2/J DEFGRID3
* xyz 3 5
Pd 0.136 1.214 -0.333
P -1.067 1.191 1.770
C -2.201 -0.053 1.296
C -2.222 -0.572 -0.033
N -1.179 -0.188 -0.852
C -1.076 -0.612 -2.111
C -2.164 -1.243 -2.672
C -3.183 -1.745 -1.848
C -3.142 -1.563 -0.488
C 0.073 -0.180 -2.918
P 1.538 0.089 -1.824
H -3.832 -2.020 0.240
H -2.187 -1.300 -3.760
H -4.007 -2.273 -2.292
H 0.334 -0.884 -3.717
H -0.088 0.801 -3.409
H -0.164 -2.654 3.277
H -2.702 -0.665 2.081
H 2.757 -2.246 1.592
O -0.576 -3.546 3.484
H -0.146 -4.001 2.730
H 1.548 1.175 0.711
O 3.472 -1.627 1.563
H 3.146 -0.830 2.057
C 2.326 -1.580 -1.831
H 2.502 -1.958 -2.858
H 3.255 -1.543 -1.240
H 1.635 -2.256 -1.310
C 2.749 1.154 -2.794
H 3.510 1.530 -2.069
H 3.281 0.594 -3.605
H 2.196 2.016 -3.235
C -2.041 2.701 1.570
H -2.698 2.747 2.443
H -1.438 3.610 1.497
H -2.613 2.547 0.645
C -0.302 1.149 3.416
H 0.497 1.893 3.510
H -1.041 1.384 4.194
H 0.156 0.180 3.656
S 2.638 2.088 0.849
C 1.398 3.207 1.199
N 0.924 4.268 1.421
*
```

calculated total energy = -1938.50467 hartree
relative energy (zero: lowest compared OMol25 entry of this formula, charge and spin) = 385.4 kJ/mol

---

Record 5
One molecule with the formula C3H6N2, computed with wB97M-V/def2-TZVPD.

```
! wB97M-V def2-TZVPD RIJCOSX def2/J DEFGRID3
* xyz 0 1
C 1.077 0.371 -0.071
C 0.557 -0.842 0.739
C -0.298 0.125 0.112
N -1.314 -0.103 -1.052
N -1.463 0.870 0.065
H 1.620 1.270 0.366
H 1.613 0.165 -1.006
H 0.520 -1.866 0.246
H 0.827 -0.927 1.709
H -0.799 0.245 -1.791
H -2.342 0.695 0.684
*
```

SMILES = C1CC12NN2
calculated total energy = -227.25963 hartree
relative energy (zero: lowest compared OMol25 entry of this formula, charge and spin) = 433.7 kJ/mol

---

Record 6
C52H55IrN3P3SSi as an isolated structure, computed with wB97M-V/def2-TZVPD.

```
! wB97M-V def2-TZVPD RIJCOSX def2/J DEFGRID3
* xyz 3 2
Ir -0.352 0.516 -0.269
C -2.994 2.599 1.540
Si -1.375 1.691 1.668
C 0.036 2.825 2.120
C -0.201 4.096 2.640
C 0.853 4.881 3.090
C 2.153 4.399 3.032
C 2.408 3.146 2.493
C 1.357 2.377 2.003
P 1.684 0.734 1.278
C 2.287 -0.196 2.736
C 3.657 -0.129 3.018
C 4.151 -0.678 4.192
C 3.300 -1.312 5.082
C 1.944 -1.392 4.800
C 1.438 -0.836 3.637
C 3.170 0.841 0.229
C 3.706 2.045 -0.228
C 4.849 2.048 -1.014
C 5.469 0.855 -1.356
C 4.957 -0.347 -0.887
C 3.819 -0.353 -0.098
C -1.609 0.344 2.936
C -1.875 0.702 4.262
C -2.144 -0.267 5.212
C -2.168 -1.610 4.846
C -1.903 -1.979 3.540
C -1.613 -1.000 2.587
P -1.215 -1.483 0.878
C -2.823 -2.167 0.331
C -2.916 -3.173 -0.632
C -4.151 -3.652 -1.043
C -5.315 -3.140 -0.486
C -5.238 -2.166 0.500
C -4.003 -1.687 0.910
C -0.179 -2.966 1.096
C -0.760 -4.229 1.264
C 0.030 -5.329 1.558
C 1.405 -5.194 1.689
C 1.991 -3.945 1.538
C 1.200 -2.848 1.243
H -3.170 3.068 2.512
H -3.820 1.912 1.365
H -3.020 3.380 0.779
H -1.211 4.478 2.716
H 0.657 5.861 3.503
H 2.971 5.001 3.403
H 3.427 2.782 2.454
H 4.345 0.350 2.339
H 5.210 -0.611 4.405
H 3.692 -1.743 5.992
H 1.275 -1.891 5.487
H 0.382 -0.908 3.440
H 3.266 2.986 0.070
H 5.278 2.990 -1.332
H 6.366 0.864 -1.961
H 5.459 -1.278 -1.116
H 3.466 -1.296 0.301
H -1.854 1.744 4.561
H -2.341 0.018 6.236
H -2.388 -2.369 5.585
H -1.908 -3.028 3.274
H -2.020 -3.627 -1.032
H -4.204 -4.442 -1.779
H -6.277 -3.522 -0.798
H -6.140 -1.802 0.973
H -3.957 -0.957 1.709
H -1.829 -4.361 1.192
H -0.434 -6.296 1.695
H 2.015 -6.057 1.915
H 3.060 -3.828 1.657
H 1.662 -1.876 1.143
C 2.167 4.101 -3.264
N 0.758 3.733 -3.386
C -0.030 4.002 -4.486
C -1.257 3.504 -4.239
N -1.210 2.932 -2.971
C 0.035 3.073 -2.472
S 0.614 2.590 -0.942
C -2.330 2.382 -2.298
C -3.561 2.959 -2.575
C -4.708 2.377 -2.075
C -4.571 1.233 -1.310
C -3.305 0.765 -1.042
N -2.164 1.312 -1.503
H 2.324 5.039 -3.789
H 2.794 3.324 -3.701
H 2.416 4.227 -2.215
H 0.353 4.519 -5.348
H -2.140 3.488 -4.852
H -3.612 3.852 -3.181
H -5.679 2.805 -2.284
H -5.428 0.712 -0.905
H -3.185 -0.111 -0.442
C -2.269 -1.248 -3.484
C -0.905 -1.827 -3.132
P 0.302 -0.784 -2.248
C 0.925 0.352 -3.542
C 1.581 -0.303 -4.758
C 1.688 -1.920 -1.909
C 1.845 -3.134 -2.831
H -2.803 -1.946 -4.128
H -2.190 -0.302 -4.024
H -2.876 -1.101 -2.597
H -0.385 -2.117 -4.048
H -1.017 -2.736 -2.544
H 1.639 1.010 -3.041
H 0.076 0.962 -3.858
H 2.478 -0.855 -4.482
H 1.882 0.474 -5.460
H 0.908 -0.972 -5.292
H 1.566 -2.270 -0.891
H 2.586 -1.296 -1.922
H 1.042 -3.856 -2.685
H 2.780 -3.638 -2.588
H 1.879 -2.874 -3.886
*
```

calculated total energy = -3994.15900 hartree

---

Record 7
A 2-piece molecular cluster, C7H13F3NO3P overall, computed with wB97M-V/def2-TZVPD.

```
! wB97M-V def2-TZVPD RIJCOSX def2/J DEFGRID3
* xyz 0 1
C -0.453 1.228 -0.568
C 1.093 -2.211 1.406
C 2.382 2.058 1.032
C -3.008 -1.590 -1.669
C -0.143 -1.491 1.181
C 2.606 1.323 -0.218
C -1.684 1.718 0.142
N -2.066 -0.960 -2.198
O 0.275 -0.711 -2.321
O -0.611 -1.645 -0.129
O 2.474 0.157 -0.524
F -1.871 1.236 1.374
F -2.909 1.482 -0.465
F -1.665 3.115 0.202
P -0.763 -0.456 -1.146
H 0.890 -3.286 1.095
H 1.773 -1.688 0.766
H 1.303 -2.168 2.398
H 1.254 2.216 1.114
H 2.702 1.511 1.937
H 2.627 3.147 1.107
H 1.079 -0.410 -1.962
H -3.063 -1.675 -0.606
H -3.737 -2.375 -2.261
H -0.141 -0.396 1.291
H -0.964 -1.886 1.733
H -0.273 1.805 -1.608
H 2.895 1.952 -1.101
*
```

SMILES = C=N[P@@](O)(=CC(F)(F)F)OCC.CC=O
calculated total energy = -1195.88646 hartree
relative energy (zero: lowest compared OMol25 entry of this formula, charge and spin) = 194.6 kJ/mol

---

Record 8
C23H26N5PdSbSe as an isolated structure, computed with wB97M-V/def2-TZVPD.

```
! wB97M-V def2-TZVPD RIJCOSX def2/J DEFGRID3
* xyz 4 5
Pd -0.259 0.707 0.076
C 0.699 3.336 -1.419
C -0.327 3.744 -0.409
C -0.721 5.071 -0.233
C -1.671 5.396 0.713
C -2.234 4.383 1.495
C -1.799 3.100 1.269
N -0.875 2.779 0.348
Sb -2.527 1.408 2.352
C -3.220 0.152 0.783
C -4.493 -0.348 0.694
C -4.860 -0.965 -0.508
C -3.963 -0.986 -1.553
C -2.686 -0.440 -1.400
C -1.738 -0.369 -2.555
N -2.319 0.080 -0.218
C -0.729 0.585 3.132
C -0.498 0.347 4.462
C 0.810 0.023 4.840
C 1.804 0.019 3.886
C 1.501 0.290 2.548
C 2.583 0.383 1.519
N 0.230 0.524 2.186
H 1.073 4.194 -1.973
H 1.560 2.868 -0.930
H 0.269 2.643 -2.149
H -0.273 5.840 -0.848
H -1.980 6.425 0.852
H -2.981 4.609 2.244
H -5.198 -0.261 1.511
H -5.851 -1.385 -0.623
H -4.243 -1.407 -2.510
H -2.209 0.162 -3.385
H -0.815 0.171 -2.308
H -1.473 -1.365 -2.913
H -1.287 0.419 5.200
H 1.042 -0.184 5.877
H 2.832 -0.173 4.163
H 3.323 1.124 1.830
H 3.103 -0.569 1.401
H 2.204 0.697 0.539
C 1.245 -5.245 -0.585
N 2.037 -4.270 -1.357
C 3.033 -4.586 -2.190
C 3.525 -3.395 -2.726
N 2.810 -2.393 -2.199
C 3.008 -0.973 -2.502
C 1.870 -2.904 -1.336
Se 0.615 -2.067 -0.324
H 1.621 -6.237 -0.817
H 0.201 -5.168 -0.875
H 1.367 -5.045 0.477
H 3.349 -5.602 -2.372
H 4.325 -3.242 -3.434
H 3.822 -0.888 -3.215
H 3.272 -0.445 -1.588
H 2.099 -0.569 -2.941
*
```

calculated total energy = -3933.80435 hartree
relative energy (zero: lowest compared OMol25 entry of this formula, charge and spin) = 0.0 kJ/mol

---

What is the formula in the second record?
C19H38Cl24FN2OS

---

Please write out number 5 again, unchanged.
One molecule with the formula C3H6N2, computed with wB97M-V/def2-TZVPD.

```
! wB97M-V def2-TZVPD RIJCOSX def2/J DEFGRID3
* xyz 0 1
C 1.077 0.371 -0.071
C 0.557 -0.842 0.739
C -0.298 0.125 0.112
N -1.314 -0.103 -1.052
N -1.463 0.870 0.065
H 1.620 1.270 0.366
H 1.613 0.165 -1.006
H 0.520 -1.866 0.246
H 0.827 -0.927 1.709
H -0.799 0.245 -1.791
H -2.342 0.695 0.684
*
```

SMILES = C1CC12NN2
calculated total energy = -227.25963 hartree
relative energy (zero: lowest compared OMol25 entry of this formula, charge and spin) = 433.7 kJ/mol